[1]
18
Properties=species:S:1:pos:R:3:lowdin_charge:R:1 method="wB97M-V/def2-TZVPD" e_lumo_ha="-0.0104 / -0.0362" homo_energy_ev="-7.70 / -7.74" e_above_lowest_ev=3.580 homo_lumo_gap_ev="7.413 / 6.757"
C -1.165 2.012 0.279 -0.027
C 0.012 1.416 -0.123 -0.025
C -2.216 1.126 0.656 -0.149
C 0.241 0.071 -0.052 -0.302
C -0.807 -0.670 0.673 -0.242
C 2.330 -0.012 -1.136 -0.124
N -2.015 -0.144 0.930 0.083
N -0.839 -1.990 0.918 -0.047
N 0.069 -2.896 0.757 0.090
N 1.205 -0.643 -0.489 -0.003
H -1.378 2.968 -0.066 0.081
H 0.876 1.960 -0.420 0.095
H -3.301 1.373 0.796 0.117
H 3.374 -0.269 -0.655 0.120
H 2.357 -0.346 -2.191 0.084
H 2.203 1.021 -1.202 0.017
H -1.765 -2.440 1.203 0.186
H 0.818 -2.536 0.121 0.044


[2]
80
Properties=species:S:1:pos:R:3:lowdin_charge:R:1 method="wB97M-V/def2-TZVPD" e_lumo_ha=-0.0767 total_charge=+1 homo_energy_ev=-10.50 homo_lumo_gap_ev=8.407
Ga 0.122 0.000 0.578 0.284
C 1.567 2.919 4.647 -0.022
N 1.363 2.816 3.220 -0.106
C 1.864 3.938 2.456 0.001
C 0.684 1.805 2.727 -0.357
O 0.276 1.784 1.541 0.045
C 0.207 0.731 3.671 -0.101
O -0.669 -0.140 3.016 -0.158
C -2.070 0.069 3.123 -0.068
C -2.683 0.544 1.811 -0.355
O -1.977 0.569 0.796 -0.001
N -4.001 0.822 1.740 -0.140
C -4.637 1.216 0.483 0.011
C -4.845 0.693 2.878 -0.042
H 1.975 1.998 5.117 0.108
H 0.658 3.122 5.205 0.100
H 2.218 3.738 4.846 0.086
H 1.935 3.600 1.396 0.116
H 2.881 4.236 2.796 0.111
H 1.211 4.781 2.564 0.097
H -0.318 1.150 4.555 0.147
H 1.064 0.191 4.079 0.127
H -2.277 0.825 3.916 0.151
H -2.421 -0.960 3.400 0.168
H -3.847 1.411 -0.255 0.103
H -5.239 2.108 0.692 0.100
H -5.347 0.407 0.220 0.111
H -4.493 0.013 3.647 0.094
H -5.722 0.270 2.499 0.077
H -5.121 1.672 3.307 0.116
C -0.284 -4.450 -2.275 -0.069
C 0.664 -3.253 -2.060 -0.220
N 1.481 -3.315 -0.809 -0.065
C 2.924 -3.643 -0.889 -0.178
C 3.133 -5.016 -1.495 -0.073
C 0.964 -2.803 0.341 -0.618
S -0.697 -2.237 0.413 0.825
N 1.758 -2.780 1.430 0.125
C 1.975 -1.662 2.018 -0.400
O 1.683 -0.473 1.622 -0.031
C 2.691 -1.676 3.372 -0.120
C 3.544 -0.672 3.851 -0.051
C 4.008 -0.728 5.130 -0.082
C 3.706 -1.820 5.956 -0.067
C 2.916 -2.834 5.484 -0.071
C 2.404 -2.736 4.216 -0.030
H -0.873 -4.344 -3.171 0.072
H -1.007 -4.550 -1.422 0.071
H 0.234 -5.405 -2.241 0.064
H 0.125 -2.311 -2.147 0.076
H 1.417 -3.173 -2.846 0.120
H 3.270 -3.657 0.165 0.121
H 3.412 -2.865 -1.467 0.128
H 2.835 -5.783 -0.755 0.094
H 4.172 -5.224 -1.694 0.074
H 2.579 -5.148 -2.435 0.071
H 3.826 0.158 3.246 0.113
H 4.649 0.053 5.488 0.103
H 4.075 -1.815 6.980 0.112
H 2.722 -3.683 6.113 0.111
H 1.799 -3.530 3.859 0.108
C -3.204 4.030 -9.293 -0.077
C -2.690 3.604 -7.948 -0.778
O -3.329 3.672 -6.946 0.031
S -1.255 2.588 -7.974 1.024
C -1.067 2.183 -6.250 -0.512
C -0.311 2.990 -5.412 -0.078
C -0.078 2.538 -4.138 -0.032
C -0.567 1.312 -3.686 -0.236
C -1.299 0.514 -4.551 -0.040
C -1.537 0.946 -5.814 -0.095
C -0.168 0.831 -2.376 -0.071
C 0.257 0.467 -1.296 -0.011
H -2.947 5.059 -9.586 0.087
H -4.320 4.082 -9.293 0.101
H -2.851 3.365 -10.102 0.076
H 0.128 3.931 -5.774 0.124
H 0.543 3.109 -3.420 0.131
H -1.683 -0.466 -4.296 0.120
H -2.084 0.294 -6.494 0.117


[3]
87
Properties=species:S:1:pos:R:3:lowdin_spin:R:1 method="wB97M-V/def2-TZVPD" e_lumo_ha="-0.0809 / -0.1705" total_charge=+1 homo_energy_ev="-10.92 / -11.05" homo_lumo_gap_ev="8.723 / 6.409" multiplicity=3 s_squared=2.005
Pd 0.906 0.978 -0.893 1.037
C -0.226 0.100 4.566 0.001
N 0.480 0.094 3.281 0.003
C -0.015 0.160 2.050 0.008
N 0.980 0.198 1.174 0.066
C 2.094 0.164 1.962 0.005
N 1.832 0.095 3.241 0.003
C -1.403 -0.846 4.601 0.000
C -2.487 -0.552 5.420 0.000
C -3.556 -1.435 5.513 0.000
C -3.567 -2.604 4.771 0.000
C -2.490 -2.893 3.942 0.000
C -1.407 -2.025 3.872 0.000
C -2.498 -4.093 3.104 0.000
N -3.360 -5.040 3.027 0.000
N -2.902 -5.904 2.026 0.000
C -1.811 -5.393 1.583 0.000
O -1.479 -4.242 2.222 0.000
C -0.933 -5.837 0.502 0.000
C -1.261 -6.950 -0.266 0.000
C -0.436 -7.320 -1.314 0.000
C 0.705 -6.580 -1.608 0.000
C 1.038 -5.476 -0.837 0.000
C 2.258 -4.645 -1.140 0.000
N 1.908 -3.275 -1.519 0.000
C 1.802 -2.192 -0.755 0.001
N 1.369 -1.173 -1.482 0.044
C 1.204 -1.725 -2.716 0.002
N 1.524 -2.993 -2.782 0.002
C 0.219 -5.115 0.223 0.000
H -0.551 1.119 4.775 0.000
H 0.527 -0.168 5.305 0.000
H -1.068 0.154 1.822 0.000
H 3.100 0.187 1.574 0.000
H -2.500 0.368 5.992 0.000
H -4.392 -1.199 6.157 0.000
H -4.403 -3.289 4.816 0.000
H -0.567 -2.284 3.241 0.000
H -2.160 -7.507 -0.038 0.000
H -0.686 -8.182 -1.916 0.000
H 1.334 -6.865 -2.442 0.000
H 2.821 -5.063 -1.971 0.000
H 2.919 -4.575 -0.276 0.000
H 2.053 -2.172 0.292 0.000
H 0.847 -1.177 -3.568 0.000
H 0.468 -4.258 0.837 0.000
C 1.642 1.048 -4.627 0.009
O 1.229 1.544 -3.353 0.054
Si 0.573 3.088 -3.184 0.064
C -0.938 3.201 -4.250 0.002
C 1.786 4.324 -3.844 0.003
C 0.301 3.076 -1.338 0.416
Si -1.456 2.829 -0.725 0.068
C -2.582 4.168 -1.386 0.024
C -1.640 2.971 1.134 -0.001
C -2.145 1.167 -1.293 0.033
Si 1.733 3.740 -0.302 0.071
C 1.917 5.568 -0.659 0.033
C 1.520 3.690 1.553 -0.001
C 3.335 2.848 -0.739 0.027
H 1.822 1.863 -5.332 0.002
H 0.874 0.399 -5.052 0.000
H 2.570 0.491 -4.509 0.000
H -0.656 2.972 -5.283 0.000
H -1.343 4.215 -4.246 0.000
H -1.731 2.512 -3.963 0.000
H 1.953 4.134 -4.907 0.001
H 2.753 4.299 -3.343 0.000
H 1.382 5.336 -3.764 0.000
H -2.177 5.150 -1.129 0.000
H -3.561 4.081 -0.906 0.003
H -2.735 4.133 -2.463 0.000
H -1.732 4.028 1.398 0.000
H -0.818 2.563 1.717 0.000
H -2.567 2.480 1.445 0.000
H -2.475 1.242 -2.330 0.001
H -3.022 0.928 -0.684 0.004
H -1.479 0.300 -1.241 0.003
H 0.976 6.074 -0.424 0.000
H 2.177 5.800 -1.689 0.000
H 2.690 5.992 -0.011 0.004
H 0.665 4.289 1.868 0.000
H 2.416 4.154 1.974 0.000
H 1.428 2.698 1.996 0.000
H 3.773 3.271 -1.645 0.001
H 3.268 1.769 -0.912 0.002
H 4.045 2.998 0.080 0.003


[4]
50
Properties=species:S:1:pos:R:3:lowdin_charge:R:1 method="wB97M-V/def2-TZVPD" e_lumo_ha=0.1542 total_charge=-2 homo_energy_ev=0.12 e_above_lowest_ev=0.000 homo_lumo_gap_ev=4.080
Rb -2.134 -0.239 -0.086 0.427
C -0.281 -3.257 1.560 -0.098
N -0.032 -2.800 0.213 -0.251
C -0.937 -3.390 -0.760 -0.124
C 1.346 -2.843 -0.187 -0.213
C 1.916 -4.062 -0.517 -0.066
C 3.210 -4.170 -1.017 -0.146
C 3.919 -2.991 -1.214 -0.141
C 3.377 -1.766 -0.871 -0.061
C 2.085 -1.626 -0.293 -0.243
N 1.500 -0.450 0.042 0.088
C 2.233 0.634 0.372 -0.246
C 3.547 0.620 0.926 -0.062
C 4.237 1.772 1.255 -0.143
C 3.675 3.031 1.069 -0.149
C 2.369 3.079 0.593 -0.069
C 1.651 1.937 0.275 -0.211
N 0.272 2.057 -0.105 -0.253
C -0.553 2.661 0.915 -0.126
C 0.031 2.615 -1.414 -0.097
H -0.091 -4.339 1.693 0.078
H -1.327 -3.076 1.823 0.082
H 0.359 -2.711 2.254 0.087
H -0.889 -4.492 -0.816 0.077
H -0.697 -2.998 -1.748 0.096
H -1.973 -3.130 -0.542 0.013
H 1.307 -4.952 -0.394 0.099
H 3.635 -5.133 -1.272 0.073
H 4.912 -3.018 -1.653 0.083
H 3.953 -0.873 -1.072 0.094
H 4.020 -0.333 1.116 0.093
H 5.235 1.676 1.673 0.083
H 4.220 3.936 1.309 0.072
H 1.867 4.035 0.472 0.099
H -0.326 3.728 1.100 0.079
H -0.423 2.128 1.859 0.093
H -1.603 2.618 0.619 0.022
H 0.314 3.682 -1.494 0.079
H -1.037 2.553 -1.640 0.074
H 0.587 2.058 -2.168 0.089
N -6.030 0.725 0.714 -0.025
N -5.483 1.866 0.236 -0.336
N -6.089 2.743 -0.550 0.088
C -5.102 3.610 -0.780 -0.283
N -3.970 3.291 -0.160 -0.024
N -4.230 2.151 0.475 -0.008
H -6.982 0.715 0.356 0.052
H -5.503 -0.186 0.121 -0.285
H -5.233 4.487 -1.390 0.076
Se -4.851 -1.573 -0.900 -0.635


[5]
51
Properties=species:S:1:pos:R:3:lowdin_charge:R:1 method="wB97M-V/def2-TZVPD" e_lumo_ha=0.0245 homo_energy_ev=-8.08 e_above_lowest_ev=1.045 smiles="C[C@@H](NC(=O)N[C@]12C[C@H]3C[C@H](C[C@H](C3)C1)C2)c1ccc2c(c1)OCO2" homo_lumo_gap_ev=8.742
C -3.584 2.077 -0.124 -0.031
H -4.634 1.843 -0.278 0.083
H -3.183 2.516 -1.034 0.080
H -3.506 2.803 0.682 0.072
C -2.813 0.798 0.219 -0.327
N -1.401 1.071 0.386 0.102
C -0.466 0.593 -0.491 -0.541
O -0.761 -0.127 -1.425 0.056
N 0.801 1.026 -0.222 0.133
H 0.964 1.480 0.662 0.134
C 1.991 0.541 -0.918 -0.429
C 2.134 -0.978 -0.770 -0.077
C 3.399 -1.444 -1.488 -0.291
C 3.303 -1.087 -2.970 -0.117
C 3.169 0.427 -3.119 -0.290
C 1.904 0.899 -2.405 -0.078
H 1.789 1.980 -2.510 0.129
H 1.023 0.421 -2.831 0.117
C 4.389 1.113 -2.507 -0.123
C 4.479 0.755 -1.024 -0.292
C 3.214 1.225 -0.306 -0.089
H 3.113 2.310 -0.401 0.126
H 3.281 0.981 0.758 0.125
C 4.619 -0.759 -0.873 -0.123
H 5.528 -1.098 -1.374 0.119
H 4.701 -1.023 0.184 0.119
H 5.350 1.249 -0.579 0.140
H 4.306 2.196 -2.624 0.119
H 5.297 0.789 -3.021 0.119
H 3.100 0.686 -4.181 0.140
H 4.194 -1.437 -3.496 0.119
H 2.434 -1.579 -3.412 0.123
H 3.496 -2.530 -1.379 0.140
H 1.254 -1.457 -1.199 0.119
H 2.182 -1.240 0.291 0.129
H -1.132 1.712 1.114 0.134
C -3.382 0.130 1.452 -0.183
C -3.320 0.760 2.687 -0.045
C -3.834 0.178 3.843 0.013
C -4.416 -1.059 3.713 -0.207
C -4.483 -1.701 2.476 -0.193
C -3.973 -1.131 1.337 0.068
H -4.024 -1.640 0.389 0.130
O -5.107 -2.911 2.628 0.037
C -5.431 -3.012 3.997 -0.161
O -4.996 -1.849 4.670 0.033
H -6.522 -3.117 4.112 0.139
H -4.935 -3.895 4.430 0.139
H -3.783 0.673 4.798 0.117
H -2.865 1.735 2.767 0.106
H -2.867 0.107 -0.628 0.136


| no. | E (a.u.) | F_max (eV Å⁻¹) |
| --- | --- | --- |
| 1 | -452.3301 | 4.21 |
| 2 | -4482.1862 | 2.50 |
| 3 | -2753.7607 | 0.65 |
| 4 | -3525.0849 | 0.57 |
| 5 | -1113.0014 | 1.27 |